Density functional theory data (the ωB97M-V functional and the def2-TZVPD basis) for one molecule with the formula C16H13NO7S in a non-equilibrium geometry.

Each atom is followed by the atoms it is bonded to, with distances in Å.
Atoms and positions in Å:
1 O 2.67 -5.39 -0.28  S2 1.488
2 S 2.31 -4.46 0.82  O1 1.488, O3 1.506, O4 1.578, C5 1.834
3 O 3.60 -3.82 1.27  S2 1.506
4 O 1.91 -5.34 2.07  S2 1.578, H26 0.936
5 C 1.08 -3.15 0.48  S2 1.834, C6 1.420, C24 1.422
6 C 0.41 -2.96 -0.76  C5 1.420, C7 1.410, H27 1.031
7 C -0.60 -2.01 -1.00  C6 1.410, C8 1.420, H28 1.126
8 C -0.98 -1.21 0.11  C7 1.420, C9 1.537, C22 1.428
9 C -2.22 -0.31 -0.02  C8 1.537, C10 1.510, H29 1.036, H30 1.091
10 C -1.84 1.12 0.26  C9 1.510, N11 1.310, C21 1.464
11 N -2.38 1.68 1.32  C10 1.310, C12 1.309
12 C -2.15 2.91 1.69  N11 1.309, C13 1.491, H31 1.061
13 C -1.08 3.69 1.01  C12 1.491, C14 1.334, H32 1.138
14 C -0.51 3.19 -0.08  C13 1.334, C15 1.379, C21 1.415
15 C 0.37 4.00 -0.77  C14 1.379, C16 1.434, H33 1.080
16 C 0.98 3.43 -1.93  C15 1.434, O17 1.377, C18 1.441
17 O 1.85 4.28 -2.57  C16 1.377, H34 0.980
18 C 0.60 2.15 -2.49  C16 1.441, O19 1.352, C20 1.431
19 O 1.32 1.58 -3.48  C18 1.352, H35 0.945
20 C -0.40 1.39 -1.81  C18 1.431, C21 1.460, H36 1.096
21 C -0.89 1.90 -0.53  C10 1.464, C14 1.415, C20 1.460
22 C -0.39 -1.43 1.39  C8 1.428, O23 1.386, C24 1.405
23 O -0.90 -0.86 2.55  C22 1.386, H37 0.945
24 C 0.64 -2.37 1.59  C5 1.422, C22 1.405, O25 1.424
25 O 1.02 -2.51 2.95  C24 1.424, H38 0.962
26 H 2.68 -5.26 2.60  O4 0.936
27 H 0.68 -3.44 -1.63  C6 1.031
28 H -1.03 -1.98 -2.04  C7 1.126
29 H -2.89 -0.67 0.70  C9 1.036
30 H -2.49 -0.50 -1.06  C9 1.091
31 H -2.70 3.18 2.56  C12 1.061
32 H -1.07 4.79 1.31  C13 1.138
33 H 0.48 5.02 -0.42  C15 1.080
34 H 2.28 3.84 -3.33  O17 0.980
35 H 0.78 0.88 -3.82  O19 0.945
36 H -0.58 0.40 -2.24  C20 1.096
37 H -1.51 -0.18 2.32  O23 0.945
38 H 0.96 -1.60 3.25  O25 0.962

Energy relative to the best compared isomer or geometry (same formula, charge and spin) (kcal per mole): 70.0
E_tot (a.u.): -1597.03461
Net charge: 0
Gap between HOMO and LUMO (Ha): 0.2931
HOMO energy (eV): -8.47
Structure (SMILES): O=S(=O)(O)c1ccc(Cc2nccc3cc(O)c(O)cc23)c(O)c1O